(1)
{"formula": "C19H22AgFN4Si", "method": "ωB97M-V with the def2-TZVPD basis set", "elements": ["Ag", "N", "C", "C", "C", "C", "C", "N", "C", "C", "C", "C", "C", "N", "H", "H", "H", "H", "H", "H", "H", "H", "H", "C", "Si", "C", "C", "N", "C", "C", "C", "C", "C", "C", "F", "H", "H", "H", "H", "H", "H", "H", "H", "H", "H", "H", "H", "H"], "coordinates": [[3.985, -9.134, 10.032], [0.757, -8.984, 9.238], [1.152, -10.314, 9.296], [0.202, -11.241, 9.797], [0.575, -12.556, 9.918], [1.822, -12.972, 9.429], [2.670, -11.988, 8.982], [2.355, -10.686, 8.904], [1.355, -7.772, 8.988], [0.489, -6.780, 8.558], [0.950, -5.536, 8.222], [2.358, -5.326, 8.228], [3.148, -6.390, 8.651], [2.690, -7.613, 9.031], [-0.225, -8.916, 9.319], [-0.719, -10.877, 10.088], [-0.199, -13.310, 10.183], [2.221, -13.952, 9.607], [3.779, -12.243, 8.666], [-0.547, -6.955, 8.567], [0.231, -4.792, 7.850], [2.923, -4.426, 7.944], [4.247, -6.394, 8.671], [4.663, -11.200, 14.260], [4.205, -9.833, 13.008], [2.437, -10.277, 12.483], [4.423, -8.144, 13.734], [5.198, -9.960, 11.540], [6.506, -9.693, 11.733], [7.321, -10.525, 12.494], [8.728, -10.433, 12.603], [9.361, -9.372, 12.026], [8.609, -8.552, 11.161], [7.238, -8.708, 11.036], [6.627, -7.941, 10.106], [3.903, -10.993, 14.989], [5.713, -11.183, 14.753], [4.467, -12.125, 13.776], [1.757, -10.370, 13.339], [2.551, -11.208, 11.972], [1.992, -9.535, 11.736], [4.715, -8.233, 14.762], [3.434, -7.619, 13.733], [5.160, -7.592, 13.072], [6.844, -11.282, 13.027], [9.258, -11.102, 13.292], [10.440, -9.231, 12.015], [9.007, -7.693, 10.557]], "orbital_gap_ev": 6.598}



(2)
{"formula": "CHCl3S", "method": "ωB97M-V with the def2-TZVPD basis set", "elements": ["C", "S", "Cl", "Cl", "Cl", "H"], "coordinates": [[-1.937, 0.048, -0.087], [-0.368, -1.119, -0.032], [-2.243, 0.607, 1.586], [-3.336, -1.087, -0.486], [-2.119, 1.354, -1.127], [0.098, -0.729, 1.156]], "orbital_gap_ev": 10.151, "smiles": "SC(Cl)(Cl)Cl"}



(3)
{"formula": "C33H30FeGeN2OPSe", "method": "ωB97M-V with the def2-TZVPD basis set", "elements": ["Fe", "N", "C", "C", "C", "C", "C", "C", "P", "C", "C", "C", "C", "C", "C", "C", "C", "C", "C", "C", "C", "H", "H", "H", "H", "H", "H", "H", "H", "H", "H", "H", "H", "H", "H", "H", "H", "C", "C", "O", "H", "H", "H", "Ge", "C", "C", "C", "C", "C", "C", "C", "C", "C", "C", "C", "C", "H", "H", "H", "H", "H", "H", "H", "H", "H", "H", "H", "Se", "C", "N"], "coordinates": [[1.103, 0.696, 1.536], [1.557, 0.173, 3.497], [0.752, -0.961, 3.998], [0.612, -1.059, 5.377], [-0.199, -2.014, 5.949], [-0.897, -2.846, 5.079], [-0.721, -2.790, 3.710], [0.151, -1.850, 3.157], [0.319, -1.700, 1.348], [1.840, -2.412, 0.843], [2.176, -2.431, -0.572], [3.477, -2.697, -0.869], [4.470, -2.906, 0.103], [4.178, -2.974, 1.468], [2.804, -2.719, 1.800], [-1.114, -2.275, 0.403], [-2.179, -1.452, 0.277], [-3.345, -1.803, -0.394], [-3.454, -3.124, -0.915], [-2.374, -3.982, -0.721], [-1.215, -3.507, -0.176], [2.552, -0.010, 3.504], [1.470, 0.984, 4.066], [1.138, -0.450, 6.042], [-0.242, -2.066, 6.991], [-1.652, -3.487, 5.567], [-1.385, -3.430, 3.106], [1.452, -2.210, -1.341], [3.786, -2.626, -1.911], [5.480, -3.149, -0.188], [4.848, -3.000, 2.273], [2.465, -2.682, 2.847], [-2.197, -0.510, 0.744], [-4.194, -1.146, -0.453], [-4.372, -3.487, -1.430], [-2.440, -5.066, -0.950], [-0.353, -4.198, -0.163], [-1.552, 3.814, 0.778], [-0.713, 2.719, 0.349], [-0.423, 1.815, 1.161], [-1.462, 4.736, 0.166], [-1.549, 3.917, 1.845], [-2.554, 3.546, 0.394], [-0.080, 2.021, -1.484], [-1.633, 1.126, -2.279], [-2.926, 1.689, -2.194], [-4.033, 1.122, -2.897], [-3.886, -0.118, -3.473], [-2.609, -0.701, -3.473], [-1.511, -0.130, -2.911], [0.662, 3.350, -2.645], [-0.157, 3.998, -3.563], [0.291, 5.082, -4.321], [1.579, 5.528, -4.081], [2.460, 4.839, -3.252], [2.016, 3.751, -2.498], [0.906, 0.911, -0.931], [-3.030, 2.615, -1.655], [-5.032, 1.488, -2.748], [-4.758, -0.535, -3.953], [-2.511, -1.682, -3.919], [-0.554, -0.652, -2.867], [-1.166, 3.648, -3.726], [-0.394, 5.574, -5.114], [1.980, 6.405, -4.665], [3.552, 5.019, -3.296], [2.741, 3.351, -1.854], [3.248, 1.555, 0.513], [4.148, 0.881, 2.016], [4.656, 0.481, 2.976]], "charge": 2, "s2": 8.769, "spin_multiplicity": 6, "orbital_gap_ev": [8.065, 5.316]}



(4)
{"formula": "C3H2NO4S", "method": "ωB97M-V with the def2-TZVPD basis set", "elements": ["C", "C", "C", "N", "O", "O", "O", "O", "S", "H", "H"], "coordinates": [[-0.799, -0.917, 1.201], [-0.009, -0.785, -0.858], [0.725, 0.516, -0.957], [-0.166, -1.690, -1.691], [0.803, 1.216, 0.135], [1.200, 0.864, -2.024], [-1.053, 1.728, 1.764], [0.948, 0.571, 2.554], [-0.104, 0.647, 1.571], [-1.818, -0.612, 0.911], [0.274, -1.538, -2.605]], "charge": -1, "orbital_gap_ev": 8.553}



(5)
{"formula": "C5H8O", "method": "ωB97M-V with the def2-TZVPD basis set", "elements": ["C", "C", "C", "C", "C", "O", "H", "H", "H", "H", "H", "H", "H", "H"], "coordinates": [[1.757, -0.183, -0.466], [0.329, -0.130, 0.044], [-0.730, 0.691, -0.718], [-1.200, 0.485, 0.721], [-0.837, -1.013, 0.636], [0.157, 0.770, 1.197], [2.137, 0.823, -0.236], [1.803, -0.292, -1.559], [2.425, -0.910, 0.002], [-0.394, 1.697, -0.975], [-1.287, 0.204, -1.525], [-2.008, 0.987, 1.256], [-0.694, -1.446, 1.633], [-1.440, -1.664, -0.017]], "orbital_gap_ev": 10.483}



(6)
{"formula": "C20H57N11O6P3Sr", "method": "ωB97M-V with the def2-TZVPD basis set", "elements": ["Sr", "N", "O", "O", "O", "O", "P", "N", "C", "C", "N", "C", "C", "N", "C", "C", "H", "H", "H", "H", "H", "H", "H", "H", "H", "H", "H", "H", "H", "H", "H", "H", "H", "H", "O", "P", "N", "C", "C", "N", "C", "C", "N", "C", "C", "H", "H", "H", "H", "H", "H", "H", "H", "H", "H", "H", "H", "H", "H", "H", "H", "H", "H", "O", "P", "N", "C", "C", "N", "C", "C", "N", "C", "C", "H", "H", "H", "H", "H", "H", "H", "H", "H", "H", "H", "H", "H", "H", "H", "H", "H", "H", "C", "C", "N", "H", "H", "H"], "coordinates": [[1.645, 1.318, -1.511], [0.298, -1.316, -1.667], [0.961, -1.014, -0.710], [-0.589, -2.154, -1.534], [0.557, -0.733, -2.687], [-4.306, 2.265, -3.702], [-4.766, 0.868, -3.561], [-3.843, -0.264, -4.458], [-3.974, -0.319, -5.936], [-2.496, -0.687, -3.954], [-6.420, 0.762, -3.988], [-7.321, -0.323, -3.710], [-7.113, 1.860, -4.685], [-4.593, 0.345, -1.919], [-3.854, 1.092, -0.942], [-5.102, -0.958, -1.452], [-3.882, -1.283, -6.437], [-3.187, 0.286, -6.386], [-4.895, 0.094, -6.346], [-1.804, 0.154, -3.990], [-2.140, -1.611, -4.408], [-2.533, -0.992, -2.908], [-6.928, -1.191, -4.239], [-7.344, -0.402, -2.623], [-8.344, -0.022, -3.938], [-7.983, 2.200, -4.124], [-6.470, 2.740, -4.644], [-7.356, 1.409, -5.648], [-3.207, 1.821, -1.430], [-4.472, 1.804, -0.395], [-3.352, 0.383, -0.284], [-5.248, -1.516, -2.378], [-5.968, -0.709, -0.839], [-4.355, -1.509, -0.882], [3.979, 0.595, -0.403], [4.815, -0.387, 0.313], [3.950, -1.844, 0.684], [4.044, -3.009, -0.214], [2.920, -1.935, 1.690], [5.340, 0.058, 1.913], [4.823, 1.256, 2.488], [6.379, -0.601, 2.663], [6.326, -0.864, -0.378], [7.035, -0.059, -1.433], [7.153, -2.096, -0.175], [3.116, -3.211, -0.748], [4.185, -3.935, 0.343], [4.739, -2.853, -1.038], [3.362, -1.540, 2.605], [2.627, -2.974, 1.839], [2.048, -1.336, 1.427], [5.097, 2.129, 1.894], [3.739, 1.193, 2.387], [5.182, 1.462, 3.496], [7.436, -0.438, 2.451], [6.185, -0.429, 3.721], [6.227, -1.674, 2.551], [6.771, -0.238, -2.475], [6.673, 0.966, -1.352], [8.120, -0.065, -1.331], [7.290, -2.713, -1.063], [6.652, -2.682, 0.596], [8.125, -1.761, 0.187], [0.844, 1.614, 0.895], [-0.042, 1.847, 2.122], [0.700, 1.751, 3.738], [0.299, 2.656, 4.819], [1.456, 0.567, 4.227], [-1.284, 0.658, 2.322], [-2.314, 0.843, 3.402], [-1.109, -0.796, 1.967], [-0.910, 3.320, 2.015], [-2.378, 3.409, 1.662], [-0.150, 4.554, 1.790], [1.127, 2.725, 5.524], [-0.630, 2.458, 5.354], [0.113, 3.665, 4.451], [1.124, 0.325, 5.236], [2.477, 0.943, 4.156], [1.464, -0.266, 3.524], [-1.966, 1.669, 4.023], [-3.274, 1.021, 2.917], [-2.259, -0.071, 3.993], [-0.719, -0.914, 0.956], [-0.438, -1.326, 2.643], [-2.117, -1.211, 1.990], [-2.606, 2.781, 0.800], [-3.008, 3.124, 2.505], [-2.662, 4.419, 1.366], [-0.719, 5.333, 2.299], [-0.059, 4.912, 0.765], [0.823, 4.607, 2.278], [0.492, -4.487, -0.082], [1.167, -5.090, 0.985], [1.677, -5.709, 1.797], [0.706, -3.427, 0.058], [-0.544, -4.482, 0.257], [0.766, -4.840, -1.076]], "s2": 0.750, "spin_multiplicity": 2, "orbital_gap_ev": [4.024, 8.641]}



| no. | F_max (Eh/bohr) |
| --- | --- |
| 1 | 0.052 |
| 2 | 0.067 |
| 3 | 0.077 |
| 4 | 0.078 |
| 5 | 0.016 |
| 6 | 0.098 |